1.
Formula: C44H47EuN8O6
Source: OMol25
Level of theory: wB97M-V/def2-TZVPD

Last column: Mulliken spin population.
Element x y z (Å)
Eu1 1.442 0.195 -0.628  6.030
C1 -0.195 5.144 2.842  0.000
C2 -0.510 3.685 2.374  -0.001
C3 -1.482 2.975 3.295  0.000
C4 -0.971 3.613 0.927  0.002
C5 -2.198 4.118 0.634  0.001
C6 -2.653 4.187 -0.678  -0.001
C7 -1.799 3.849 -1.704  0.000
C8 -0.522 3.371 -1.426  -0.003
C9 0.491 3.131 -2.547  0.010
C10 -0.121 2.740 -3.899  0.001
C11 1.322 4.410 -2.671  0.000
C12 -0.106 3.191 -0.110  0.004
N1 1.087 2.454 0.157  -0.010
C13 2.023 2.966 0.995  0.004
O1 2.268 4.148 1.148  -0.001
C14 2.784 1.899 1.809  0.001
C15 3.523 2.211 2.915  -0.002
C16 4.091 1.180 3.609  0.001
C17 3.830 -0.129 3.247  -0.002
C18 3.026 -0.372 2.145  -0.004
N2 2.544 0.641 1.447  -0.003
C19 2.382 -1.729 1.912  0.010
O2 2.764 -2.734 2.557  0.000
N3 1.358 -1.578 1.101  -0.015
C20 0.322 -2.549 1.031  -0.010
C21 0.233 -3.303 -0.118  -0.001
C22 -0.928 -4.005 -0.367  0.001
C23 -1.972 -3.954 0.497  -0.002
C24 -1.847 -3.299 1.705  0.002
C25 -0.711 -2.579 2.007  0.002
C26 -0.607 -1.892 3.328  0.000
C27 -1.929 -1.392 3.920  0.000
C28 0.096 -2.759 4.406  0.000
C29 1.416 -3.446 -1.023  -0.014
C30 1.154 -3.988 -2.433  0.001
C31 2.608 -4.239 -0.467  0.001
H1 0.174 5.259 3.844  0.000
H2 -1.175 5.613 2.763  0.000
H3 0.475 5.642 2.137  0.000
H4 0.409 3.082 2.420  0.001
H5 -2.458 3.475 3.348  0.000
H6 -1.150 3.049 4.311  0.000
H7 -1.669 1.876 3.048  0.000
H8 -2.909 4.424 1.386  0.000
H9 -3.681 4.485 -0.856  0.000
H10 -2.095 3.882 -2.730  0.000
H11 1.181 2.344 -2.204  -0.005
H12 -0.557 3.654 -4.375  0.000
H13 -0.926 1.960 -3.883  0.000
H14 0.639 2.367 -4.586  0.000
H15 2.031 4.245 -3.494  0.000
H16 1.828 4.533 -1.725  0.000
H17 0.708 5.249 -2.947  0.000
H18 3.532 3.242 3.268  0.000
H19 4.686 1.347 4.457  0.000
H20 4.213 -0.960 3.845  0.000
H21 -1.129 -4.592 -1.253  0.000
H22 -2.921 -4.360 0.193  0.000
H23 -2.669 -3.339 2.426  0.000
H24 0.008 -1.017 3.267  0.001
H25 -2.496 -2.159 4.390  0.000
H26 -2.477 -0.740 3.214  0.000
H27 -1.675 -0.728 4.776  0.000
H28 -0.581 -3.522 4.774  0.000
H29 0.433 -2.162 5.302  0.000
H30 1.018 -3.239 3.998  0.000
H31 1.807 -2.434 -1.218  0.012
H32 1.158 -5.108 -2.459  0.000
H33 1.936 -3.688 -3.144  0.000
H34 0.194 -3.608 -2.813  0.000
H35 2.360 -5.272 -0.255  0.000
H36 3.105 -3.798 0.450  0.000
H37 3.345 -4.330 -1.298  0.000
N4 4.076 -0.897 -0.525  0.001
N5 4.258 -1.338 -1.871  0.000
C32 3.525 -0.597 -2.854  -0.001
O3 3.717 -0.774 -4.025  0.000
O4 2.653 0.219 -2.396  -0.010
H38 4.819 -0.272 -0.267  0.000
H39 4.134 -1.740 0.060  0.000
H40 5.104 -1.737 -2.128  0.000
O5 -5.811 -1.924 -0.366  0.000
N6 -5.538 -1.694 -1.539  0.000
O6 -6.299 -1.822 -2.482  0.000
C33 -4.124 -1.432 -1.811  0.000
C34 -3.658 -1.843 -3.017  -0.001
C35 -2.277 -1.705 -3.360  0.001
C36 -1.717 -2.035 -4.652  0.000
C37 -0.389 -1.741 -4.883  0.000
C38 0.358 -1.015 -3.929  0.002
N7 -0.092 -0.781 -2.694  0.000
C39 -1.413 -1.089 -2.439  -0.006
C40 -1.900 -0.655 -1.178  0.002
N8 -1.016 -0.067 -0.323  0.005
C41 -1.548 0.510 0.773  -0.004
C42 -2.914 0.507 1.095  -0.001
C43 -3.758 -0.233 0.350  0.002
C44 -3.267 -0.878 -0.802  -0.002
H41 -4.319 -2.239 -3.806  0.000
H42 -2.258 -2.647 -5.369  0.000
H43 0.170 -1.975 -5.806  0.000
H44 1.419 -0.773 -4.162  0.000
H45 -0.855 0.997 1.468  0.003
H46 -3.200 1.148 1.925  0.000
H47 -4.766 -0.308 0.701  0.000

Summary:
- ⟨S²⟩: 12.012
- E_LUMO (spin up / spin down): -1.45 / -1.45 eV
- Energy: -89927.318 eV
- Multiplicity: 7
- HOMO energy (spin up / spin down): -0.2970 / -0.2971 Ha

***

2.
Formula: C44H47MgN8O2S3
Source: OMol25
Level of theory: wB97M-V/def2-TZVPD

Last column: Löwdin charge in e.
Element x y z (Å)
Mg1 0.098 0.212 -1.110  0.638
C1 0.419 -1.543 5.184  -0.041
C2 0.664 -0.139 4.620  -0.542
C3 1.194 0.778 5.730  -0.048
C4 -0.667 0.439 4.134  -0.037
C5 1.687 -0.229 3.488  -0.152
C6 3.038 -0.515 3.778  -0.041
C7 4.010 -0.550 2.799  -0.081
C8 3.622 -0.320 1.480  -0.474
S1 4.566 -0.287 0.031  1.119
C9 3.112 0.046 -0.886  -0.464
N1 2.025 0.077 -0.177  0.082
C10 2.283 -0.098 1.172  -0.277
C11 1.318 -0.036 2.174  0.044
C12 3.217 0.347 -2.321  -0.165
C13 4.359 1.076 -2.691  -0.074
C14 4.530 1.549 -3.971  -0.092
C15 3.532 1.299 -4.909  -0.067
C16 2.419 0.570 -4.554  -0.004
C17 2.215 0.062 -3.259  -0.128
H1 -0.281 -1.499 6.020  0.084
H2 1.346 -1.996 5.540  0.080
H3 -0.002 -2.196 4.418  0.066
H4 0.439 0.886 6.511  0.082
H5 1.420 1.768 5.335  0.094
H6 2.095 0.383 6.197  0.070
H7 -1.359 0.514 4.974  0.092
H8 -1.137 -0.196 3.382  0.061
H9 -0.540 1.433 3.706  0.085
H10 3.333 -0.698 4.803  0.104
H11 5.043 -0.749 3.051  0.104
H12 0.306 0.196 1.894  0.088
H13 5.101 1.324 -1.944  0.076
H14 5.410 2.123 -4.227  0.095
H15 3.625 1.676 -5.920  0.100
H16 1.643 0.377 -5.282  0.124
C18 -0.162 5.756 -2.691  -0.156
C19 0.509 5.061 -1.685  -0.129
C20 0.578 3.686 -1.696  -0.057
C21 -0.038 2.916 -2.712  -0.304
C22 -0.701 3.635 -3.734  -0.054
C23 -0.753 5.016 -3.707  -0.141
N2 0.065 1.571 -2.648  -0.097
N3 -0.656 0.884 -3.643  0.044
C24 -0.193 -0.324 -3.792  -0.363
C25 -0.868 -1.246 -4.690  -0.084
C26 -0.528 -2.550 -4.745  -0.158
C27 0.524 -3.091 -3.935  -0.139
C28 1.291 -2.223 -3.216  -0.104
C29 1.012 -0.831 -3.096  -0.228
H17 -0.218 6.837 -2.680  0.073
H18 0.982 5.602 -0.874  0.090
H19 1.114 3.165 -0.908  0.092
H20 -1.171 3.077 -4.530  0.077
H21 -1.279 5.531 -4.505  0.084
H22 -1.652 -0.833 -5.316  0.097
H23 -1.056 -3.211 -5.427  0.088
H24 0.766 -4.144 -3.981  0.075
H25 2.206 -2.592 -2.757  0.101
O1 -0.062 3.333 1.974  0.039
C30 -1.374 3.638 1.909  -0.271
C31 -1.817 4.738 2.646  -0.023
C32 -3.151 5.092 2.637  -0.101
C33 -4.071 4.357 1.894  -0.105
C34 -3.632 3.267 1.168  -0.029
C35 -2.291 2.887 1.160  -0.067
C36 -1.852 1.698 0.384  -0.416
O2 -0.589 1.459 0.311  -0.141
N4 -2.780 0.953 -0.148  0.050
N5 -2.222 -0.183 -0.744  -0.120
C37 -3.058 -0.838 -1.446  -0.903
S2 -4.669 -0.269 -1.864  0.924
C38 -4.757 -1.371 -3.302  -0.528
C39 -4.166 -2.722 -2.939  -0.511
S3 -2.635 -2.442 -2.012  0.934
H26 0.061 2.585 1.334  0.062
H27 -1.085 5.299 3.209  0.110
H28 -3.478 5.952 3.209  0.094
H29 -5.115 4.637 1.880  0.090
H30 -4.321 2.680 0.577  0.105
H31 -4.193 -0.920 -4.120  0.073
H32 -5.802 -1.463 -3.599  0.071
H33 -3.902 -3.280 -3.838  0.073
H34 -4.862 -3.309 -2.339  0.068
C40 2.255 -3.432 0.090  -0.041
N6 1.289 -3.512 1.159  -0.149
C41 1.788 -4.036 2.405  -0.066
C42 0.071 -2.906 1.028  -0.432
N7 -0.133 -2.006 0.140  0.169
N8 -0.902 -3.358 1.946  -0.165
C43 -1.226 -4.773 1.808  -0.062
C44 -2.113 -2.555 2.022  -0.072
H35 1.793 -2.971 -0.777  0.052
H36 2.602 -4.436 -0.179  0.093
H37 3.123 -2.842 0.396  0.068
H38 2.703 -3.504 2.688  0.084
H39 2.031 -5.102 2.319  0.084
H40 1.053 -3.899 3.194  0.072
H41 -1.117 -1.764 0.118  -0.019
H42 -0.323 -5.376 1.779  0.073
H43 -1.801 -4.960 0.890  0.093
H44 -1.824 -5.088 2.665  0.086
H45 -1.867 -1.495 2.089  0.069
H46 -2.662 -2.842 2.919  0.091
H47 -2.772 -2.700 1.154  0.080

Summary:
- Net charge: -1
- Energy above the lowest of the compared OMol25 structures with the same formula, charge and spin: 0.00 kJ/mol
- E_LUMO: 2.12 eV
- Energy: -100362.068 eV
- HOMO energy: -0.0877 Ha